(1)
Formula: C4H10N2O
Source: the OMol25 dataset
Level of theory: ωB97M-V/def2-TZVPD

- energy relative to the best compared isomer or geometry (same formula, charge and spin) (kJ/mol) = 68.5
- max |F| (hartree/bohr) = 0.050
- orbital gap (eV) = 10.38
- highest occupied orbital energy (eV) = -9.61

Element x y z (Å)
C -0.62825 0.93954 0.47999
C -0.10199 -0.18037 -0.49254
H 0.38901 -1.18434 1.28127
H 0.90629 1.33082 -1.19793
H 0.28100 -2.97106 -0.51337
N -1.74624 0.56068 1.19826
H 1.93202 -2.36524 -1.07560
O -0.19225 2.05966 0.46677
H 1.76056 -0.48787 0.50442
N 0.57789 0.47484 -1.64977
C 1.21646 -2.45282 -0.25104
H -0.97884 -0.77500 -0.84354
C 0.84341 -1.05866 0.28188
H -0.19880 0.78814 -2.22839
H 1.72399 -3.01586 0.52263
H -2.16938 1.30492 1.72651
H -2.21866 -0.29440 0.97574

---

(2)
Formula: C4H10N2O
Source: the OMol25 dataset
Level of theory: ωB97M-V/def2-TZVPD

- energy relative to the best compared isomer or geometry (same formula, charge and spin) (kJ/mol) = 245.6
- max |F| (hartree/bohr) = 0.072
- orbital gap (eV) = 9.73
- highest occupied orbital energy (eV) = -8.87

Element x y z (Å)
H -1.71237 -1.64183 -0.94380
H 1.01757 -0.38831 1.28725
C 0.43551 -0.86872 0.44929
H -1.55069 0.11924 1.36844
H -2.98556 -0.54419 -0.38299
N -2.04089 -0.83835 -0.39371
C 1.30519 2.00467 0.10709
H 2.03893 -0.30797 -0.66991
H -0.10178 1.88556 -1.15317
N 0.58496 1.26480 -0.71203
O 1.39769 3.23477 0.12837
H 0.71392 -0.76070 -1.73264
H 1.93436 1.33015 0.85157
H -1.31812 -1.58531 1.42869
C -1.22117 -0.69410 0.73849
C 0.93112 -0.21660 -0.82344
H 0.57132 -1.99310 0.45247

---

For reference, electronic energy by record: -9338.2780 -9336.4417 eV.